(1)
Here is a 7-piece molecular cluster, C16H49N11O7 overall from OMol25. Energies are from the ωB97M-V functional and the def2-TZVPD basis.

Calculated values
Energy relative to the best compared isomer or geometry (same formula, charge and spin)   1.955 eV
Gap between HOMO and LUMO   0.3167 hartree
Lowest unoccupied orbital energy   -0.01 eV
Structure (SMILES)   COC[C@H](C)N.COC[C@H](C)N.COC[C@H](C)N.NC(N)=O.NC(N)=O.NC(N)=O.NC(N)=O

Structure (ORCA input):
```
! wB97M-V def2-TZVPD RIJCOSX def2/J DEFGRID3
* xyz 0 1
C -2.6819 -7.3430 31.4138
O -2.9163 -7.2645 30.0207
C -4.0425 -8.0041 29.6082
C -3.9749 -9.5262 29.8347
C -2.6525 -9.9882 29.1569
N -5.0985 -10.2645 29.2935
H -3.5867 -6.9910 31.9149
H -1.8466 -6.7109 31.7171
H -2.3517 -8.3273 31.7587
H -4.9150 -7.6681 30.1852
H -4.1769 -7.7785 28.5522
H -3.9654 -9.7776 30.8961
H -1.8235 -9.3128 29.3667
H -2.7538 -10.1568 28.0844
H -2.3703 -10.9626 29.5682
H -5.2168 -10.0798 28.3056
H -5.1879 -11.2563 29.4330
C -3.7798 -6.1588 26.8002
O -2.9622 -5.2957 27.5397
C -1.6050 -5.4118 27.1955
C -0.5856 -4.7987 28.1921
C 0.8435 -5.1409 27.7600
N -0.7548 -5.3319 29.5376
H -4.7762 -6.3100 27.2123
H -3.4051 -7.1927 26.8070
H -3.8803 -5.8758 25.7497
H -1.3520 -6.4820 27.1557
H -1.4172 -5.0732 26.1685
H -0.7117 -3.7167 28.2595
H 1.1411 -4.6970 26.8085
H 0.9875 -6.2217 27.6962
H 1.5504 -4.7743 28.5038
H -1.7384 -5.2309 29.7855
H -0.6413 -6.3434 29.5035
C -9.4855 -13.8511 26.7490
O -8.4573 -13.3394 25.9093
C -9.0912 -12.8904 24.6932
C -8.1079 -12.6180 23.5552
C -8.8329 -11.9892 22.3883
N -7.4645 -13.9024 23.2191
H -9.1028 -14.0138 27.7548
H -9.9385 -14.7683 26.3666
H -10.3053 -13.1302 26.8298
H -9.8311 -13.5542 24.2379
H -9.5615 -11.9365 24.9625
H -7.2520 -12.0583 23.9434
H -9.2543 -12.7294 21.7068
H -8.2007 -11.3668 21.7528
H -9.6552 -11.3467 22.7090
H -6.9491 -14.2393 24.0291
H -8.1347 -14.6676 23.1479
N -7.1806 -9.4283 24.6644
C -7.1921 -9.1473 25.9829
N -7.2130 -10.2981 26.7005
O -7.0624 -8.0174 26.4672
H -7.2947 -10.3807 24.3667
H -7.1929 -8.6577 24.0219
H -7.0707 -11.1534 26.1975
H -7.1335 -10.3583 27.7023
N -5.5326 -13.0734 25.9118
C -5.1611 -13.3135 27.1972
N -6.1517 -13.2951 28.1299
O -3.9994 -13.5489 27.5066
H -6.4950 -13.1055 25.5983
H -4.7928 -12.9970 25.2345
H -5.9401 -13.6257 29.0529
H -7.1101 -13.2451 27.8360
N -6.8712 -5.3682 25.6820
C -6.5448 -4.9986 24.4232
N -5.9505 -5.9801 23.6675
O -6.6652 -3.8443 24.0141
H -7.0322 -4.6154 26.3254
H -6.9327 -6.3424 26.0043
H -5.8388 -6.8928 24.0468
H -5.4815 -5.5520 22.8863
N -2.6584 -11.5173 22.4365
C -3.4032 -10.7981 23.3289
N -4.6854 -11.2697 23.5186
O -2.9054 -9.9715 24.0888
H -1.6741 -11.3338 22.4777
H -3.2030 -12.1880 21.9312
H -5.2473 -10.8097 24.2114
H -5.1295 -11.6505 22.6964
*
```

Results of the Löwdin charge analysis, in e, for atoms 1 through 2:
1. C -0.10
2. O -0.22

=====

(2)
Here is a 6-piece molecular cluster, C16H49N4O6 overall from OMol25. Energies are from the ωB97M-V functional and the def2-TZVPD basis.

Calculated values
Energy relative to the best compared isomer or geometry (same formula, charge and spin)   1.024 eV
Gap between HOMO and LUMO   0.3238 hartree
Lowest unoccupied orbital energy   -2.53 eV

Structure (ORCA input):
```
! wB97M-V def2-TZVPD RIJCOSX def2/J DEFGRID3
* xyz 1 1
O 0.2440 -1.9777 -1.3419
H -0.5395 -1.3681 -1.1262
H -0.0941 -2.8609 -1.6521
H 0.8417 -1.9991 -0.5345
C 1.8482 -5.3807 1.6575
C 1.0007 -4.1189 1.3921
C 0.5091 -3.3220 2.6029
O -0.2436 -4.1315 3.4666
C -0.5269 -3.4202 4.6713
N 1.8456 -3.2243 0.5683
H 2.2372 -5.8270 0.7466
H 1.0763 -6.0655 2.0321
H 2.6175 -5.2488 2.4144
H 0.1018 -4.3966 0.8352
H 0.0377 -2.3758 2.3157
H 1.4298 -3.0094 3.1209
H -0.9681 -2.4513 4.4250
H 0.4095 -3.2958 5.2202
H -1.2266 -3.9909 5.2751
H 2.6900 -2.9036 1.0275
H 2.1543 -3.6598 -0.2911
C -3.0450 0.7590 1.0151
C -2.4204 -0.2572 0.0333
C -3.2540 -0.7162 -1.1210
O -2.5416 -1.6681 -1.9059
C -3.0742 -1.7307 -3.2229
N -1.1260 0.3168 -0.4127
H -3.5089 1.6092 0.5069
H -2.4082 1.1688 1.7966
H -3.8781 0.2927 1.5537
H -2.2517 -1.1201 0.6874
H -3.6739 0.0731 -1.7529
H -4.1405 -1.2637 -0.7765
H -2.5256 -2.4370 -3.8429
H -3.0799 -0.7514 -3.6965
H -4.0566 -2.2044 -3.1071
H -1.2529 1.2554 -0.7825
H -0.5436 0.4828 0.4037
C -2.1302 5.6344 -2.9477
C -1.2689 5.1883 -4.1023
C -1.3930 3.7068 -4.5292
O -1.0985 2.8233 -3.4533
C -1.3450 1.4983 -3.8711
N -1.5219 6.1107 -5.2309
H -1.7664 6.5997 -2.6039
H -2.0902 4.8840 -2.1535
H -3.1952 5.6972 -3.1856
H -0.2139 5.2779 -3.8252
H -0.7901 3.5427 -5.4310
H -2.4130 3.4485 -4.8526
H -1.1084 0.8211 -3.0455
H -0.7706 1.1519 -4.7315
H -2.4058 1.2783 -4.0342
H -2.5365 6.1157 -5.3211
H -1.2027 5.6319 -6.0727
C 2.1283 0.4696 1.8233
C 3.4469 1.1666 2.1785
C 3.2712 1.8884 3.5061
O 4.5253 2.4378 3.8320
C 4.5895 3.0151 5.1309
N 4.5757 0.1997 2.1956
H 2.1559 -0.0019 0.8357
H 1.3189 1.2025 1.8433
H 1.9189 -0.4104 2.4377
H 3.7391 1.9054 1.4290
H 2.8970 1.2026 4.2746
H 2.5088 2.6485 3.2883
H 5.4733 2.6587 5.6635
H 3.7457 2.6872 5.7406
H 4.6577 4.1022 5.1182
H 5.3574 0.8519 2.1447
H 4.6683 -0.1226 3.1591
O -0.6617 -4.3782 -2.2888
H -1.5022 -4.8269 -2.1377
H -0.2274 -4.8873 -2.9849
*
```

Results of the Löwdin charge analysis, in e, for atoms 1 through 2:
1. O 0.17
2. H 0.10